Molecular formula: C4H9NO2
Method: DFT, ωB97M-V/def2-TZVPD

Values from the calculation:
* charge: 0
* gap between HOMO and LUMO: 10.611 eV
* energy relative to the best compared isomer or geometry (same formula, charge and spin): 36.2 kJ/mol
* SMILES: CC(C)NC(=O)O

Element x y z (Å)
C (0.078, -0.430, -1.499)
C (-0.622, -0.574, -0.162)
C (-1.813, 0.370, -0.019)
N (0.302, -0.348, 0.984)
C (1.357, 0.504, 0.850)
O (1.330, 1.617, 0.383)
O (2.478, 0.004, 1.455)
H (-0.686, -0.504, -2.273)
H (0.565, 0.534, -1.605)
H (0.812, -1.217, -1.676)
H (-0.907, -1.603, -0.012)
H (-1.378, 1.329, 0.268)
H (-2.458, 0.417, -0.888)
H (-2.463, 0.128, 0.826)
H (0.395, -1.017, 1.727)
H (3.011, 0.792, 1.643)